[1]
Entry from the OMol25 dataset: C14H17N3O7S in the gas phase (the ωB97M-V functional and the def2-TZVPD basis).

The HOMO energy is -0.359 Eh. Its frontier orbital gap is 0.3608 Ha. As for the SMILES: [H]/N=C\C[C@]1(CCSc2nnco2)C(=O)O[C@H](O)[C@H]1CC(=O)OC(C)=O. As for the molar mass: 371.371 g mol⁻¹. The energy above the lowest of the compared OMol25 structures with the same formula, charge and spin is 31.0 kcal per mole. As for the charge: 0.

Geometry as XYZ:
```
42
Properties=species:S:1:pos:R:3:mulliken_charge:R:1
H -1.96530 1.50062 -2.11554 0.320
N -2.31475 0.85930 -2.84387 -0.689
C -1.68135 -0.24944 -2.78211 -0.438
C -0.55889 -0.45264 -1.71284 -0.102
C -0.99403 -1.40854 -0.52340 1.381
C 0.14237 -2.35303 0.01667 -1.361
C 1.31823 -1.61380 0.77400 -0.198
S 2.90839 -2.43888 0.25219 -0.210
C 4.09072 -1.06098 0.33256 0.509
N 5.25325 -0.93391 0.98529 -0.364
N 5.63415 0.35154 0.67036 -0.331
C 4.72766 0.92656 -0.11642 0.032
O 3.68610 0.04047 -0.37897 -0.188
C -2.12904 -2.47819 -0.93429 -0.031
O -1.88508 -3.27751 -1.78855 -0.538
O -3.27350 -2.33519 -0.15726 -0.386
C -2.85720 -1.65985 1.06608 -0.337
O -3.98810 -1.11789 1.70151 -0.503
C -1.88339 -0.58489 0.47277 0.079
C -1.25414 0.51922 1.41190 -0.248
C -1.70308 1.94884 0.93795 0.207
O -2.79489 2.31900 1.24699 -0.507
O -0.91267 2.79676 0.12714 -0.295
C 0.34576 3.04364 0.67254 0.732
C 1.39266 3.67543 -0.32569 -0.961
O 0.65209 2.84116 1.81377 -0.519
H -1.93004 -1.06857 -3.49905 0.402
H -0.26904 0.53621 -1.24996 -0.171
H 0.38306 -0.85906 -2.18393 0.432
H 0.57322 -2.88443 -0.87274 0.619
H -0.28371 -3.11987 0.72205 0.277
H 1.18834 -1.63611 1.88235 0.494
H 1.34275 -0.54506 0.43596 0.025
H 4.73212 1.96103 -0.52558 0.374
H -2.29810 -2.42093 1.67241 0.419
H -3.80039 -1.21531 2.65394 0.403
H -2.57950 0.02440 -0.18048 0.194
H -1.71021 0.38606 2.43167 0.340
H -0.14251 0.49871 1.49261 0.260
H 1.46198 3.07836 -1.26824 0.297
H 1.01067 4.70797 -0.54538 0.325
H 2.36539 3.69883 0.23153 0.257
```

[2]
Entry from the OMol25 dataset: a molecular structure, C55H43BCrF7P2SbSi (the ωB97M-V functional and the def2-TZVPD basis).

The HOMO energy (spin up / spin down) is -0.256 / -0.292 Eh. Its frontier orbital gap (spin up / spin down) is 0.2506 / 0.2787 Ha. As for the expectation value of S²: 6.25. As for the molar mass: 1111.537 g mol⁻¹. As for the spin multiplicity: 5. The energy above the lowest of the compared OMol25 structures with the same formula, charge and spin is 20.7 kcal per mole. As for the charge: 0.

Geometry as XYZ:
```
111
Properties=species:S:1:pos:R:3:mulliken_charge:R:1
Cr -0.76690 -0.23041 -0.34309 -0.675
C 1.98393 1.54691 -2.08476 -1.448
Si 0.66825 1.69035 -0.73979 1.533
C -0.44592 3.12111 -1.30877 -0.235
C 0.08246 4.24662 -1.94608 -0.742
C -0.73829 5.22621 -2.48226 -1.027
C -2.11689 5.08938 -2.40917 -0.789
C -2.66901 3.99180 -1.76956 -1.124
C -1.83976 3.02452 -1.21159 1.040
P -2.46100 1.63291 -0.21573 2.199
C -4.25645 1.51477 -0.49756 0.564
C -4.79492 0.41924 -1.16292 -0.517
C -6.16617 0.33385 -1.36885 -0.713
C -7.00424 1.33751 -0.91444 -0.598
C -6.47514 2.43384 -0.24381 -0.806
C -5.11063 2.51927 -0.03253 -0.650
C -2.42634 2.35240 1.47580 0.417
C -1.57629 3.39325 1.82518 -0.369
C -1.54351 3.86786 3.13160 -0.767
C -2.37869 3.32581 4.09276 -0.581
C -3.24898 2.29872 3.74492 -0.601
C -3.26139 1.80653 2.45197 -0.342
C 1.48452 2.09397 0.92020 0.457
C 2.29292 3.21411 1.09347 -0.816
C 2.89782 3.48951 2.31268 -1.118
C 2.69949 2.63690 3.38774 -0.893
C 1.90731 1.50752 3.23924 -1.550
C 1.31580 1.22820 2.01094 1.070
P 0.16834 -0.17408 1.82412 1.883
C 0.55819 -1.49463 0.67302 0.220
C -0.49066 -2.55024 0.91535 -0.562
C -0.54564 -3.65944 0.17753 -1.659
C 0.35591 -3.83535 -0.98712 0.665
C 1.76089 -3.15612 -0.77776 0.598
C 1.90315 -2.14649 0.36522 -0.834
C -0.02665 -0.89795 3.47600 -0.001
C -1.15664 -0.69889 4.25760 0.011
C -1.26242 -1.30655 5.50166 -0.635
C -0.23769 -2.11394 5.97018 -0.782
C 0.89597 -2.31904 5.19443 -1.019
C 0.99925 -1.71796 3.95122 -0.044
H 2.94895 1.89880 -1.71738 0.328
H 2.11247 0.52130 -2.42984 0.348
H 1.69134 2.14159 -2.94969 0.627
H 1.15548 4.35095 -2.05316 0.362
H -0.30459 6.08431 -2.97839 0.420
H -2.76283 5.83446 -2.85428 0.436
H -3.74419 3.88775 -1.71805 0.433
H -4.14690 -0.36637 -1.51914 0.293
H -6.57434 -0.52310 -1.88630 0.450
H -8.07143 1.26784 -1.07585 0.399
H -7.12591 3.21765 0.11921 0.417
H -4.70708 3.36576 0.50934 0.560
H -0.92959 3.84418 1.08442 0.392
H -0.86637 4.67103 3.38791 0.465
H -2.36033 3.70262 5.10607 0.404
H -3.91562 1.87797 4.48613 0.459
H -3.94397 1.00429 2.19479 0.458
H 2.45410 3.89322 0.26448 0.337
H 3.51555 4.37076 2.42546 0.439
H 3.15806 2.84954 4.34496 0.477
H 1.75150 0.85166 4.08706 0.505
H -1.21513 -2.42095 1.71649 0.454
H -1.29557 -4.41329 0.38364 0.382
H -0.14966 -3.51846 -1.90220 0.474
H 2.10232 -2.75591 -1.73547 0.685
H 2.17619 -2.72175 1.25952 0.528
H -1.95423 -0.06664 3.89532 0.302
H -2.14820 -1.15158 6.10185 0.461
H -0.32251 -2.59016 6.93749 0.378
H 1.69530 -2.95383 5.55217 0.525
H 1.88173 -1.89259 3.34695 0.282
F -0.34839 -1.00513 -2.25960 -0.247
B -1.74284 -1.24908 -2.64705 0.125
F -1.84096 -2.17604 -3.62279 -0.282
F -2.29341 -1.68950 -1.39880 -0.331
F -2.28492 -0.02596 -2.97451 -0.371
F 7.04661 -2.78576 -4.62485 -0.343
C 6.27399 -2.39993 -3.58863 0.189
C 5.64013 -3.36831 -2.83589 -0.802
C 4.84874 -2.96441 -1.77159 0.263
C 4.68700 -1.61423 -1.45546 0.154
C 5.34484 -0.67445 -2.24977 -0.772
C 6.14517 -1.05435 -3.31881 -0.721
Sb 3.58161 -0.77234 0.16341 0.972
C 2.25945 -4.55385 -0.49302 -1.521
C 3.01844 -5.11737 0.47361 0.516
C 2.72696 -6.44633 0.86710 -1.288
C 1.53282 -7.04637 0.39935 0.412
F 1.24550 -8.26096 0.92876 -0.346
C 0.67760 -6.49384 -0.48845 -1.063
C 1.08739 -5.21904 -1.13353 0.067
C 4.69601 -1.65593 1.76050 -0.158
C 5.57145 -2.72955 1.60553 -0.041
C 6.22798 -3.28866 2.69391 -0.658
C 5.99408 -2.75636 3.94594 0.211
F 6.62148 -3.29831 5.01196 -0.359
C 5.14935 -1.68447 4.14611 -0.714
C 4.51094 -1.13730 3.04134 -0.244
H 5.76817 -4.41202 -3.08376 0.517
H 4.35962 -3.73349 -1.18514 0.252
H 5.23284 0.38324 -2.04314 0.297
H 6.65647 -0.33024 -3.93657 0.474
H 3.76645 -4.54862 1.01559 0.336
H 3.31959 -6.97230 1.59867 0.473
H -0.21839 -7.02256 -0.78038 0.509
H 1.24971 -5.37950 -2.20876 0.468
H 5.75969 -3.14241 0.62244 0.357
H 6.90970 -4.12036 2.58256 0.497
H 5.00932 -1.28836 5.14255 0.517
H 3.86148 -0.28252 3.19208 0.418
```

| no. | F_max (eV/A) |
| --- | --- |
| 1 | 3.76 |
| 2 | 0.91 |